(1)
The following is a DFT calculation (ωB97M-V/def2-TZVPD) of 8 unconnected molecules or ions with the total composition C31H51BClF7N7O2S.

The geometry in XYZ format:
```
101
Properties=species:S:1:pos:R:3
O 3.1984 1.8545 -0.9036
S 2.6544 3.1781 -0.2430
O 3.4144 3.2687 1.1377
B 3.1843 4.7145 -1.2082
Cl 3.5772 4.0925 -2.9553
C 0.8281 3.1039 0.1639
F 0.5697 4.0359 1.2926
F 0.5837 1.7204 0.7204
C -0.1813 3.2741 -1.1162
F 0.4710 3.1066 -2.4475
F -1.1830 2.1467 -1.0231
C -1.1168 4.6586 -1.0451
F -2.0608 4.6288 0.1218
F -1.9959 4.6212 -2.2719
F -0.3254 5.9060 -1.1463
H 4.1196 5.2418 -0.7288
H 2.2388 5.4135 -1.3318
C 3.4022 -0.2614 1.5659
C 3.9333 -1.2977 0.5807
C 3.6189 -2.7346 1.0015
C 4.2609 -3.0277 2.3477
N 4.7936 -3.2708 3.4645
H 3.8645 -0.3673 2.5525
H 3.6247 0.7497 1.2105
H 2.3161 -0.3511 1.6822
H 5.0179 -1.1684 0.4803
H 3.4940 -1.1089 -0.4050
H 4.0077 -3.4376 0.2571
H 2.5365 -2.8851 1.0778
C -1.4146 -1.7184 4.3734
C -1.7363 -0.4040 3.6693
C -2.2589 -0.6040 2.2455
C -1.2081 -1.3142 1.4077
N -0.3363 -1.9032 0.7127
H -0.6174 -2.2667 3.8614
H -1.0725 -1.5282 5.3955
H -2.2995 -2.3632 4.4240
H -0.8331 0.2182 3.6501
H -2.4880 0.1376 4.2540
H -2.4875 0.3652 1.7896
H -3.1776 -1.2007 2.2531
C -0.5677 -1.2709 -3.3157
C -2.0035 -0.7566 -3.3428
C -2.4998 -0.4519 -4.7575
C -1.6283 0.6225 -5.3872
N -0.9055 1.5140 -5.9095
H 0.1359 -0.5257 -3.7003
H -0.2662 -1.5020 -2.2891
H -0.4662 -2.1830 -3.9148
H -2.0686 0.1462 -2.7233
H -2.6586 -1.5075 -2.8874
H -3.5365 -0.1003 -4.7243
H -2.4667 -1.3533 -5.3793
C -6.4784 -1.8006 0.6093
C -7.5009 -1.7852 1.7411
C -7.0042 -1.0403 2.9817
C -5.7528 -1.7152 3.5192
N -4.7148 -2.2751 3.9652
H -5.5630 -2.3265 0.8987
H -6.8868 -2.3177 -0.2647
H -6.2105 -0.7813 0.3086
H -7.7538 -2.8195 2.0047
H -8.4208 -1.3103 1.3826
H -7.7771 -1.0456 3.7576
H -6.7749 0.0028 2.7380
C 5.9110 -6.2985 4.8434
C 6.5832 -5.3492 5.8302
C 7.6356 -6.0411 6.6988
C 6.9829 -7.1451 7.5146
N 6.4414 -8.0609 8.1915
H 5.3639 -7.0951 5.3576
H 5.1886 -5.7555 4.2258
H 6.6495 -6.7606 4.1784
H 5.8135 -4.8970 6.4677
H 7.0584 -4.5348 5.2724
H 8.0971 -5.3168 7.3783
H 8.4258 -6.4729 6.0750
C -4.8929 6.1170 -2.0647
C -6.1195 6.4072 -2.9238
C -7.4072 5.8239 -2.3389
C -7.2841 4.3128 -2.2316
N -7.1820 3.0591 -2.1428
H -4.6987 5.0425 -1.9872
H -4.0027 6.5764 -2.5059
H -5.0186 6.5190 -1.0529
H -5.9515 6.0032 -3.9297
H -6.2324 7.4920 -3.0273
H -8.2578 6.0706 -2.9831
H -7.6018 6.2413 -1.3449
C 3.9248 -0.7674 -3.7374
C 4.0835 -0.9633 -5.2418
C 4.9540 0.1129 -5.8934
C 4.3227 1.4798 -5.6849
N 3.7989 2.6137 -5.5121
H 3.4194 0.1751 -3.5036
H 3.3202 -1.5740 -3.3109
H 4.8996 -0.7699 -3.2364
H 3.0895 -0.9689 -5.7055
H 4.5307 -1.9462 -5.4270
H 5.0482 -0.0796 -6.9674
H 5.9594 0.1100 -5.4585
```

Properties
**Net charge**: -1
**Kohn-Sham gap**: 7.86 eV


(2)
The following is a DFT calculation (ωB97M-V/def2-TZVPD) of a single C7H13N molecule.

The geometry in XYZ format:
```
21
Properties=species:S:1:pos:R:3
C 1.9089 0.4101 0.7932
C 0.7543 -0.4289 0.3520
C 0.1327 -0.1539 -1.0262
C 0.8119 0.9402 -1.9113
C -0.6029 -0.0186 0.1713
C -1.6875 -1.0970 0.2994
C -1.8084 -1.8822 1.3811
H 2.2875 0.2101 1.7421
H 2.6225 0.3637 -0.0401
H 1.5312 1.4404 0.6355
H 0.8417 -1.5392 0.5246
H -0.0678 -0.9367 -1.7194
H 0.3684 0.9844 -3.0185
H 0.8130 2.0206 -1.5589
H 1.7782 0.5521 -2.1800
H -1.5780 1.2423 1.4181
H -0.6088 2.0824 0.3810
H -2.5034 -1.0047 -0.4261
H -2.6782 -2.5174 1.4239
H -1.0379 -1.8910 2.2309
N -1.2774 1.2234 0.5276
```

Properties
**SMILES**: C=C[C@@]1(N)[C@H](C)[C@@H]1C
**Energy relative to the best compared isomer or geometry (same formula, charge and spin)**: 2.903 eV
**Kohn-Sham gap**: 10.06 eV


(3)
The following is a DFT calculation (ωB97M-V/def2-TZVPD) of 2 unconnected molecules or ions with the total composition C3H6N2O.

The geometry in XYZ format:
```
12
Properties=species:S:1:pos:R:3
C -0.3069 -0.5158 0.7369
C -1.4690 -0.8483 -0.0041
N -2.1248 0.1964 -0.5980
C -0.9439 0.7557 -0.7594
N -0.0264 0.8400 0.3335
H -0.0810 -0.7496 1.7722
H -1.7979 -1.8734 -0.2308
H -0.5561 0.8715 -1.7767
H -0.4645 1.3897 1.0922
H 1.9628 0.2715 0.2273
H 3.0339 -0.1173 -0.8562
O 2.7737 -0.2203 0.0632
```

Properties
**Multiplicity**: 2
**Net charge**: +1
**Energy relative to the best compared isomer or geometry (same formula, charge and spin)**: 4.277 eV
**<S²>**: 0.76
**Kohn-Sham gap (alpha / beta)**: 8.18 / 6.97 eV


(4)
The following is a DFT calculation (ωB97M-V/def2-TZVPD) of 7 unconnected molecules or ions with the total composition C35H45BFINO21S.

The geometry in XYZ format:
```
106
Properties=species:S:1:pos:R:3
C 3.5800 3.7924 -0.1663
C 2.5616 3.6538 -1.2410
C 0.9606 3.3291 -1.0359
C 0.2082 1.9086 -1.3509
C 1.0216 0.6138 -1.9912
C 2.5886 0.5816 -2.4322
S 3.7983 0.3971 -0.9642
O 4.6260 -0.9133 -1.0227
O 2.9482 0.5755 0.3160
C 0.0934 -0.7625 -2.1799
B 0.6727 -2.2111 -2.7497
O -0.0806 -2.8414 -3.8850
C 1.9673 -3.0296 -2.1548
C 2.8852 -3.4722 -3.4568
C -1.5288 -0.8260 -1.7749
C -2.3428 0.4718 -1.1942
C -1.4210 1.8432 -0.9893
C -2.2410 3.1642 -0.3925
I -4.3878 3.2144 0.0573
C -1.3208 4.4989 -0.1588
N 0.1694 4.5369 -0.4870
C 0.8282 5.9074 -0.2188
C 1.4708 6.0078 1.3107
C 2.9538 6.7812 1.3236
F 1.4903 4.7066 2.0322
H 3.4756 3.3228 0.9260
H 4.5703 4.4349 -0.3360
H 2.9345 3.7424 -2.3692
H 2.8007 1.5775 -3.0568
H 2.8980 -0.2876 -3.1699
H 4.7424 1.4574 -1.1541
H -0.6085 -3.5722 -3.4286
H 2.5617 -2.4830 -1.3085
H 1.5589 -4.0526 -1.6955
H 4.0168 -3.6434 -3.2134
H 2.4720 -4.5244 -3.8393
H 2.7596 -2.7429 -4.3872
H -2.1550 -1.8345 -1.8978
H -3.5026 0.4406 -0.9282
H -1.8751 5.4718 0.2401
H -0.0454 6.7223 -0.2278
H 1.5658 6.2383 -1.0639
H 0.7669 6.7213 1.9597
H 3.5914 6.3920 2.2251
H 2.7425 7.9326 1.5131
H 3.4946 6.7190 0.2818
C 3.8171 8.6522 5.0737
C 5.1649 8.1277 4.6977
O 5.4273 8.7618 3.4603
C 4.6714 9.8981 3.4285
O 4.7765 10.7718 2.5839
O 3.7838 9.9295 4.4652
H 3.6898 8.7352 6.1565
H 3.0030 8.0446 4.6650
H 5.9408 8.4163 5.4147
H 5.1717 7.0400 4.5854
C -0.9917 -3.7616 1.3781
C -2.4520 -4.0414 1.2295
O -2.5847 -4.3577 -0.1432
C -1.3615 -4.7862 -0.5719
O -1.1533 -5.2989 -1.6588
O -0.4024 -4.5670 0.3745
H -0.6136 -4.0358 2.3668
H -0.7444 -2.7133 1.1805
H -2.7754 -4.9025 1.8238
H -3.0698 -3.1776 1.4900
C 1.3835 -1.1096 -6.8649
C 0.7382 0.2238 -7.0617
O 1.4433 1.0620 -6.1660
C 2.6596 0.4801 -5.9519
O 3.5856 1.0155 -5.3659
O 2.7044 -0.7780 -6.4798
H 1.3853 -1.7102 -7.7786
H 0.9151 -1.6863 -6.0605
H 0.8685 0.6052 -8.0800
H -0.3284 0.2094 -6.8214
C -0.8481 -9.0706 -2.1046
C -0.6741 -8.7099 -0.6650
O -1.6226 -9.5285 -0.0075
C -1.8598 -10.5960 -0.8246
O -2.4965 -11.5842 -0.4994
O -1.2911 -10.4137 -2.0522
H 0.0850 -8.9920 -2.6693
H -1.6150 -8.4645 -2.5980
H 0.3252 -8.9553 -0.2903
H -0.8755 -7.6523 -0.4737
C -1.7126 -1.2263 4.6485
C -2.6641 -0.0845 4.8028
O -3.1269 0.1341 3.4836
C -2.9597 -1.0386 2.8050
O -3.4071 -1.2601 1.6921
O -2.2279 -1.9307 3.5343
H -1.6848 -1.8677 5.5336
H -0.6951 -0.8945 4.4171
H -3.5184 -0.3354 5.4404
H -2.1778 0.8121 5.1968
C -7.1425 -1.3752 3.5622
C -7.8928 -2.6652 3.6397
O -6.9814 -3.6046 3.1020
C -5.7311 -3.0798 3.2600
O -4.6962 -3.6944 3.0625
O -5.7901 -1.7786 3.6687
H -7.4075 -0.6900 4.3721
H -7.2848 -0.8655 2.6036
H -8.1282 -2.9507 4.6704
H -8.8176 -2.6443 3.0566
```

Properties
**Net charge**: +1
**Energy relative to the best compared isomer or geometry (same formula, charge and spin)**: 14.858 eV
**Kohn-Sham gap**: 6.52 eV


(5)
The following is a DFT calculation (ωB97M-V/def2-TZVPD) of a molecular structure, CH4N2O.

The geometry in XYZ format:
```
8
Properties=species:S:1:pos:R:3
N -0.0756 -0.0983 -1.0061
C 0.6923 0.0655 0.0676
O -1.5218 -0.5237 0.0603
N 1.8041 0.6234 0.3121
H -2.2414 -1.1145 -0.2332
H -0.5191 0.7479 -1.3607
H 2.0264 0.5612 1.3054
H -0.1649 -0.2615 0.8545
```

Properties
**Energy relative to the best compared isomer or geometry (same formula, charge and spin)**: 5.777 eV
**Kohn-Sham gap**: 8.75 eV


(6)
The following is a DFT calculation (ωB97M-V/def2-TZVPD) of a molecular structure, C14H40InN2Na2O9S.

The geometry in XYZ format:
```
69
Properties=species:S:1:pos:R:3
In -0.6768 -0.1866 -4.9732
Na -2.9280 0.3127 -1.2179
Na -0.8409 2.9263 -2.1619
S 0.0217 0.0293 -1.4277
O -0.8628 -1.0687 -1.9415
O 1.1655 -0.5998 -0.8220
O 0.3929 0.8430 -2.5849
O -0.8268 0.8214 -0.5425
C -2.8311 1.7880 2.3603
C -1.6435 0.6959 2.5973
C -1.6408 -0.0478 3.9717
O -1.5389 0.8760 5.0333
C -0.3759 1.6961 5.0561
N -1.8835 -0.3930 1.5917
H -2.9036 2.1731 1.3432
H -2.5897 2.6038 3.0417
H -3.7321 1.3043 2.7375
H -0.6675 1.1351 2.3906
H -0.7717 -0.7024 4.0362
H -2.5759 -0.5697 4.1754
H -0.1265 2.2307 5.9727
H -0.3287 2.3511 4.1862
H 0.4788 1.0897 4.7564
H -1.2899 -1.1083 1.9869
H -1.4449 -0.0278 0.7584
C 1.6441 2.9459 1.9387
C 1.0576 3.7765 0.7696
C 1.9818 3.7893 -0.4303
O 1.3989 4.5795 -1.5667
C 1.8465 4.4345 -2.8981
N -0.2671 3.2724 0.4328
H 0.9479 3.0880 2.7653
H 2.7131 3.1254 2.0532
H 1.5877 1.8824 1.7067
H 0.9338 4.7611 1.2206
H 2.1850 2.7426 -0.6567
H 2.9662 4.1194 -0.0987
H 2.9194 4.4379 -3.0906
H 1.4182 5.2055 -3.5385
H 1.4531 3.5341 -3.3699
H -0.4227 2.2759 0.3793
H -1.0488 3.5455 1.0110
C -3.4350 -4.2832 -3.6946
C -2.2996 -4.1374 -4.6300
O -1.6321 -2.9518 -4.2101
H -4.1989 -3.5245 -3.8648
H -3.1181 -4.3347 -2.6529
H -3.9507 -5.2382 -3.7942
H -2.6847 -3.9734 -5.6364
H -1.5152 -4.8833 -4.7578
H -1.2391 -3.1604 -3.3594
C 4.0058 -0.7694 0.7634
C 4.0336 -2.0560 -0.0454
O 3.6283 -1.5889 -1.3505
H 4.5679 -0.0423 0.1772
H 4.4090 -0.8742 1.7706
H 2.9923 -0.3829 0.8711
H 3.4252 -2.8432 0.3998
H 5.0063 -2.4858 -0.2848
H 2.8186 -1.0833 -1.2492
C -1.3364 -3.6327 -0.1931
C 0.1379 -3.7522 -0.1698
O 0.7516 -2.8033 0.6105
H -1.7709 -3.9601 0.7514
H -1.7654 -4.1645 -1.0424
H -1.6059 -2.5902 -0.3626
H 0.5075 -3.4540 -1.1510
H 0.5762 -4.7236 0.0589
H 0.7975 -1.9950 0.0946
```

Properties
**Net charge**: +3
**Energy relative to the best compared isomer or geometry (same formula, charge and spin)**: 0.709 eV
**Kohn-Sham gap**: 2.32 eV


Quick rundown of largest force on an atom, same order as above: 0.1985, 0.1208, 0.0458, 0.1197, 0.0920, 0.1055 Eh/bohr